# 1
Below is 2 unconnected molecules or ions with the total composition C4H4F2N2 in a non-equilibrium geometry, with properties calculated with ωB97M-V/def2-TZVPD.

```
12
Properties=species:S:1:pos:R:3:forces:R:3:mulliken_charge:R:1
C 0.16906 0.34449 -1.24547 -0.589 0.607 1.947 -0.191
C 1.93509 -0.45393 -0.12320 -1.807 0.508 -3.521 -0.111
C -0.21420 0.00743 0.02000 -2.280 -0.123 1.371 -0.040
C -2.41138 0.89948 0.90633 1.982 1.044 -2.577 0.288
N 1.48541 0.01899 -1.28923 1.998 0.772 -0.818 -0.588
N 0.85908 -0.58313 0.68818 -0.349 1.653 -1.406 -0.055
F -2.09959 2.21274 0.75851 -0.130 -0.952 0.141 -0.185
F -2.65532 0.64755 2.13742 -0.025 -0.615 1.402 -0.156
H -0.42419 1.04235 -1.87159 0.912 -1.071 -0.081 0.314
H 2.99293 -0.65397 -0.13566 -0.107 -0.597 1.198 0.386
H -3.23814 0.65247 0.21883 0.620 -0.379 0.178 0.211
H 0.83149 -1.05710 1.52402 -0.224 -0.846 2.165 0.128
```
Forces are in eV/Å.

Properties
- M (g/mol) = 118.09
- E (Eh) = -463.8935
- HOMO-LUMO gap (spin up / spin down) (eV) = 8.13 / 8.67
- energy relative to the best compared isomer or geometry (same formula, charge and spin) (kJ/mol) = 437.13
- highest occupied orbital energy (spin up / spin down) (Ha) = -0.320 / -0.327

---

# 2
Below is a molecular structure, C5H11Cl2OPS in a non-equilibrium geometry, with properties calculated with ωB97M-V/def2-TZVPD.

```
21
Properties=species:S:1:pos:R:3:forces:R:3:mulliken_charge:R:1
C 2.58023 0.88826 -1.02262 1.170 -1.164 2.214 -0.868
C -0.02366 -2.00088 -0.88593 0.219 4.393 -1.132 -0.890
C -0.78839 0.00196 1.88777 0.406 -2.549 -0.860 -1.274
C 1.64209 1.26987 0.13830 -0.411 1.610 1.112 -0.429
C -0.87328 0.10729 0.38285 -0.469 -0.199 -0.948 0.361
O -2.47735 0.25897 -1.80952 -0.034 0.180 -0.176 -0.565
P -2.47309 -0.05099 -0.38394 -0.546 -1.107 -0.473 0.714
S -0.09774 1.41560 -0.51155 0.699 -0.980 0.673 -0.025
Cl -3.86111 0.98892 0.65815 0.140 0.505 0.260 -0.240
Cl -3.33033 -1.90085 -0.03980 0.630 0.245 0.111 -0.243
H 2.25461 -0.14462 -1.27847 0.562 0.782 -0.403 0.256
H 2.51928 1.56551 -1.86366 0.080 0.008 -0.106 0.354
H 3.66251 0.81439 -0.57374 -1.861 0.260 -1.144 0.250
H -0.19450 -2.88802 -0.45220 -0.750 -2.980 1.549 0.413
H 0.86816 -1.45060 -0.66589 0.397 -0.241 0.108 0.064
H -0.48782 -1.70765 -1.81829 -0.165 -0.209 0.083 0.446
H -1.81686 -0.22080 2.21117 0.607 -0.627 0.422 0.413
H 0.02414 -0.77336 2.18815 -1.684 1.310 -0.151 0.219
H -0.59825 0.94775 2.28326 0.756 1.551 0.773 0.404
H 1.75167 2.35522 0.54590 0.535 -2.013 -0.556 0.355
H 1.71970 0.52403 1.01007 -0.281 1.228 -1.354 0.286
```
Forces are in eV/Å.

Properties
- M (g/mol) = 221.09
- E (Eh) = -1932.2186
- HOMO-LUMO gap (spin up / spin down) (eV) = 8.10 / 7.68
- energy relative to the best compared isomer or geometry (same formula, charge and spin) (kJ/mol) = 325.13
- highest occupied orbital energy (spin up / spin down) (Ha) = -0.304 / -0.318

---

# 3
Below is a molecular structure, C3H4BrI in a non-equilibrium geometry, with properties calculated with ωB97M-V/def2-TZVPD.

```
9
Properties=species:S:1:pos:R:3:forces:R:3:mulliken_charge:R:1
C -1.49405 -0.24206 0.11669 1.094 0.541 1.683 -0.747
C -0.21541 0.01484 0.55822 -2.281 -1.069 -1.460 -0.005
C 0.91109 0.20093 -0.35440 0.019 -0.505 -4.077 -0.504
Br 1.74715 1.98156 -0.08542 -0.485 -0.627 -0.292 -0.077
I 2.50660 -1.29672 -0.05615 -0.697 0.425 -0.044 0.105
H -2.40135 -0.40860 0.74364 1.274 0.125 0.031 0.236
H -1.79570 -0.23376 -0.91493 0.565 0.082 -0.527 0.233
H 0.18025 -0.02983 1.54086 -0.676 0.080 1.283 0.390
H 0.56142 0.01365 -1.54851 1.188 0.948 3.402 0.368
```
Forces are in eV/Å.

Properties
- M (g/mol) = 246.87
- E (Eh) = -2988.3598
- HOMO-LUMO gap (eV) = 9.34
- energy relative to the best compared isomer or geometry (same formula, charge and spin) (kJ/mol) = 62.91
- highest occupied orbital energy (Ha) = -0.350

---

# 4
Below is a molecular structure, C13H25NO5Rb in a non-equilibrium geometry, with properties calculated with ωB97M-V/def2-TZVPD.

```
45
Properties=species:S:1:pos:R:3:forces:R:3:mulliken_charge:R:1
Rb 2.45242 0.50232 1.64817 -0.721 0.711 -0.744 1.013
O 4.41875 4.60950 0.45711 -0.065 0.026 -0.041 -0.521
C 3.18595 4.16658 -0.07646 -0.513 -0.521 -0.063 0.530
O 2.93703 2.94582 0.17164 0.369 0.110 0.325 -0.665
O 2.52787 4.99431 -0.69080 0.164 0.135 0.068 -0.659
H 4.73027 3.80098 0.87169 0.216 -0.043 0.104 0.291
C -2.24523 0.14124 -1.64553 -0.294 0.043 0.100 -1.775
C -1.55199 -1.17919 -1.27876 -0.667 -0.015 0.020 1.506
C -1.83063 -2.15990 -2.42011 0.071 -0.277 -0.014 -1.295
C -0.91513 -3.37529 -2.41764 -0.071 -0.079 0.006 -0.640
C 0.53242 -2.91515 -2.41793 -0.081 -0.244 0.149 -1.312
C 0.83212 -1.96718 -1.24920 0.210 0.113 -0.002 1.433
N -0.14695 -0.90010 -1.16677 0.219 0.079 -1.153 0.422
O 0.10208 0.02972 -0.17779 0.671 0.029 1.159 -0.768
C 2.18343 -1.31047 -1.54043 0.706 0.207 -0.047 -1.275
C 0.98339 -2.79395 0.04401 -0.116 -0.267 -0.107 -1.409
C -2.19423 -1.66908 0.03611 -0.039 -0.197 0.261 -1.353
H -3.28971 -0.03228 -1.93653 0.029 -0.089 0.078 0.409
H -1.73865 0.62110 -2.48261 0.130 -0.018 0.047 0.442
H -2.22914 0.81290 -0.78826 0.093 0.074 -0.103 0.212
H -1.69797 -1.63329 -3.37124 -0.022 0.016 0.016 0.330
H -2.87440 -2.48290 -2.35201 -0.029 0.101 -0.093 0.465
H -1.12957 -4.00850 -3.28695 0.071 0.052 0.003 0.365
H -1.10285 -4.00967 -1.54257 -0.030 0.125 0.031 0.318
H 0.77649 -2.43410 -3.36891 -0.073 0.139 0.032 0.343
H 1.19794 -3.78010 -2.31252 0.037 0.038 -0.117 0.457
H 2.15002 -0.56528 -2.33636 -0.434 -0.089 -0.066 0.422
H 2.94743 -2.04258 -1.83687 -0.151 -0.126 0.172 0.388
H 2.57014 -0.75464 -0.68489 -0.090 -0.191 -0.010 -0.231
H 0.07120 -3.33521 0.29426 0.020 0.020 -0.019 0.350
H 1.19291 -2.10913 0.85911 0.032 0.035 0.223 0.013
H 1.77293 -3.54629 -0.05630 0.144 0.178 0.075 0.413
H -1.72373 -2.57650 0.42030 -0.041 0.019 -0.066 0.292
H -3.26285 -1.88759 -0.07005 0.019 0.142 -0.130 0.418
H -2.06427 -0.89090 0.78925 0.056 -0.049 0.001 0.100
C -1.51816 2.45843 2.83032 -0.073 -0.518 -0.200 -0.753
C -0.23805 2.86877 3.50482 -0.059 0.300 -0.645 0.721
O 0.78555 2.26214 3.29726 0.371 -0.280 0.330 -0.481
C -0.25898 4.07825 4.40411 -0.207 -0.087 -0.003 -1.181
H -2.06614 3.30290 2.41744 0.010 0.115 0.128 0.360
H -2.16505 1.93137 3.54055 -0.004 0.183 0.061 0.306
H -1.29010 1.75753 2.02394 0.073 0.042 0.009 0.038
H 0.69133 4.60249 4.37610 0.131 -0.138 0.056 0.338
H -0.45710 3.70970 5.41515 0.004 0.208 0.040 0.289
H -1.05078 4.76321 4.10616 -0.068 -0.014 0.129 0.335
```
Forces are in eV/Å.

Properties
- total charge = -1
- M (g/mol) = 360.81
- E (Eh) = -965.4185
- HOMO-LUMO gap (eV) = 3.98
- energy relative to the best compared isomer or geometry (same formula, charge and spin) (kJ/mol) = 65.33
- highest occupied orbital energy (Ha) = -0.082

---

Number 1 is which compound?
C4H4F2N2